DFT (ωB97M-V with the def2-TZVPD basis set) results for the molecule C24H26N6O2S.

Properties
- highest occupied orbital energy (eV) = -7.832
- frontier orbital gap (eV) = 8.47
- electronic energy (eV) = -49181.79864
- ΔE to the lowest compared entry with this formula, charge and spin (kcal per mole) = 3.6
- SMILES string = CC(C)(C)NC(=O)[C@@H](c1ccsc1)N(C(=O)Cn1nnc2ccccc21)c1ccc(N)cc1

Positions of all 59 atoms, in Å:
C  5.04924  1.36558  1.81549
H  5.72922  0.84701  1.14424
H  4.70656  2.27644  1.32810
H  5.59341  1.63943  2.71523
C  3.86272  0.47204  2.17172
N  3.17037  0.16657  0.91726
C  2.08448  -0.61088  0.79733
O  1.49174  -1.12713  1.72437
C  1.65541  -0.78588  -0.67866
C  1.12500  -2.14721  -1.01598
C  0.76006  -3.12443  -0.14417
S  0.15058  -4.51341  -0.94430
C  0.38542  -3.77833  -2.48043
C  0.90852  -2.53496  -2.36851
H  1.13650  -1.90306  -3.20805
H  0.12434  -4.31661  -3.36929
H  0.81092  -3.10578  0.92468
N  0.65045  0.23478  -1.02110
C  1.09144  1.47680  -1.27201
O  2.27939  1.76779  -1.24965
C  0.05680  2.56144  -1.59747
N  -1.12990  2.50975  -0.80303
C  -1.24255  2.39319  0.54767
C  -0.32774  2.32167  1.58996
C  -0.84987  2.18249  2.85411
C  -2.23382  2.12055  3.08000
C  -3.14598  2.19763  2.05475
C  -2.64048  2.33435  0.76246
N  -3.24469  2.42145  -0.45683
N  -2.35229  2.51911  -1.35039
H  -4.20960  2.15424  2.22567
H  -2.58327  2.00921  4.09607
H  -0.18223  2.11552  3.70014
H  0.73420  2.36356  1.40632
H  -0.24892  2.48424  -2.64442
H  0.56888  3.52094  -1.45730
C  -0.70868  -0.18136  -1.09302
C  -1.38479  -0.16360  -2.30671
C  -2.70285  -0.55886  -2.36892
C  -3.36942  -0.99133  -1.22051
C  -2.66464  -1.04754  -0.01586
C  -1.34790  -0.64842  0.04955
H  -0.80985  -0.69035  0.98402
H  -3.16503  -1.39423  0.87612
N  -4.67175  -1.42667  -1.29206
H  -5.20694  -1.09316  -2.07766
H  -5.18033  -1.45628  -0.42326
H  -3.23270  -0.52437  -3.30884
H  -0.87934  0.17002  -3.20057
H  2.52893  -0.58007  -1.31424
H  3.44455  0.70887  0.10759
C  2.92507  1.19679  3.14079
H  3.42393  1.35674  4.09258
H  2.03595  0.59489  3.30545
H  2.63379  2.16411  2.73629
C  4.34946  -0.84006  2.79255
H  3.49896  -1.47218  3.02876
H  4.99524  -1.36975  2.09589
H  4.90566  -0.64017  3.70444

Force components x, y, z for each atom (eV/Å):
-0.2251 -0.1527 0.0186
0.1162 -0.0611 -0.0876
-0.0188 0.1319 -0.0464
0.0479 0.0244 0.0867
0.0219 -0.1033 0.3092
0.4353 0.3124 0.0341
0.1717 0.0750 -0.7089
-0.2542 -0.1649 0.4026
0.3222 -0.0830 0.0534
0.2280 -0.1677 0.1733
-0.0219 -0.3762 -0.0836
0.1647 0.4150 -0.1753
-0.0872 -0.2557 0.2250
0.0211 -0.1198 0.0380
0.0291 0.1222 -0.2066
-0.0344 -0.0560 -0.2393
-0.0032 0.0850 0.1931
-0.0288 -0.3514 0.0926
-0.2308 0.2829 -0.1004
0.1435 0.2482 -0.1590
0.3537 0.2565 -0.2590
-0.0999 0.1945 0.8652
-0.9090 0.1564 0.1329
0.1864 -0.0195 -0.0615
0.1113 -0.0200 -0.0312
-0.1615 -0.0329 0.1698
-0.0120 0.0088 -0.1877
1.3203 0.0949 0.2368
-0.7733 -0.0008 0.0268
0.0720 0.1241 -1.0141
-0.1226 -0.0135 0.0567
-0.0443 -0.0014 0.0616
0.0820 -0.0108 0.0499
0.1777 -0.0096 0.0621
0.0292 0.0279 0.1286
-0.0393 -0.2147 -0.0556
-0.5238 -0.0136 -0.1968
0.0861 -0.1412 0.3496
-0.1344 -0.0648 0.0913
0.4864 -0.0105 -0.0706
-0.0955 -0.0206 -0.1303
-0.0293 0.1390 -0.2389
0.0838 0.0135 0.1158
-0.0536 -0.0646 0.1186
-0.4318 -0.1536 -0.0430
-0.0379 0.0030 0.1330
-0.0313 0.0545 -0.1043
-0.0622 0.0018 -0.1240
0.0789 0.0274 -0.1087
-0.2097 -0.0604 0.1743
-0.1611 -0.1549 -0.0421
0.0468 -0.1172 -0.1475
0.0778 0.0481 0.1311
-0.0867 -0.0108 0.0593
-0.0244 0.1301 -0.0342
-0.0887 0.1528 -0.0512
-0.0303 -0.0852 0.0631
0.0925 -0.0443 -0.0648
0.0805 0.0259 0.1197


DFT (ωB97M-V with the def2-TZVPD basis set) results for a structure of composition C12H19B2F4MoN6O6Se3Te.

Properties
- highest occupied orbital energy (spin up / spin down) (eV) = -11.192 / -11.192
- frontier orbital gap (spin up / spin down) (eV) = 5.63 / 5.63
- electronic energy (eV) = -251386.29641
- total charge = +1
- ΔE to the lowest compared entry with this formula, charge and spin (kcal per mole) = 4.2

Positions of all 54 atoms, in Å:
Mo  0.52308  -0.47490  -0.65617
C  3.78337  2.40143  -1.67435
C  2.55142  1.57685  -1.58161
N  2.31089  0.69419  -0.65607
O  3.33852  0.46618  0.23420
B  2.93912  0.80860  1.73323
F  2.69182  2.14862  1.73227
F  4.01842  0.36052  2.42764
O  1.77604  0.00662  2.11459
N  0.66175  0.23091  1.35348
C  -0.28720  0.89237  1.92455
C  -0.23164  1.37548  3.32617
C  -1.39919  1.17733  1.02731
N  -1.20197  0.74139  -0.17012
O  -2.19566  0.91791  -1.05150
B  -1.77745  1.71950  -2.25700
F  -1.28654  2.93943  -1.80846
F  -2.82393  1.77982  -3.10309
O  -0.64055  1.00941  -2.97325
N  0.45063  0.92874  -2.20676
C  1.44075  1.71734  -2.49470
C  1.41413  2.68739  -3.61939
C  -2.60092  1.94011  1.45678
H  4.33052  2.39939  -0.73675
H  3.51661  3.42433  -1.93532
H  4.42794  2.01605  -2.46795
H  0.44902  0.76386  3.91110
H  -1.22537  1.36299  3.76939
H  0.13410  2.40514  3.34031
H  0.75525  2.32242  -4.40296
H  2.41421  2.84559  -4.01724
H  1.01587  3.64295  -3.27066
H  -3.24037  1.31488  2.08412
H  -3.16901  2.26991  0.59317
H  -2.29861  2.80289  2.04977
C  -2.77251  -3.96427  2.03193
C  -1.72298  -3.08253  1.42885
N  -0.68403  -2.62326  2.01077
O  -0.44228  -2.92723  3.31174
C  -1.84795  -2.68720  -0.00410
C  -2.89965  -3.24430  -0.90301
N  -0.98722  -1.86122  -0.45901
O  -0.98534  -1.39553  -1.69440
H  -2.78847  -3.92867  3.12065
H  -2.62944  -5.00214  1.72687
H  -3.76317  -3.65620  1.70523
H  -1.10307  -3.55567  3.64738
H  -3.85844  -3.31841  -0.39621
H  -2.61490  -4.24728  -1.22900
H  -3.00642  -2.61172  -1.78082
Se  1.62267  -1.87694  -2.61876
Se  3.86397  -1.41393  -2.44021
Te  4.10073  -1.70662  -0.00268
Se  1.95344  -2.51253  0.55001

Force components x, y, z for each atom (eV/Å):
-0.0361 -0.1915 -0.0941
0.0341 -0.0105 0.0180
0.0394 -0.0940 0.1267
0.0348 -0.0196 -0.0119
0.0611 -0.1964 -0.3321
-0.1748 -0.0016 0.3305
0.0068 0.0713 -0.0310
0.0575 0.0043 0.0040
0.0238 -0.0284 -0.0158
0.0290 0.1573 0.2523
0.0988 -0.0935 -0.1450
-0.0012 -0.0041 0.0310
-0.0106 -0.0188 0.0079
0.0166 0.0366 -0.0286
-0.0074 -0.0544 0.0604
0.0519 0.0105 -0.0159
0.0308 0.0793 0.0362
-0.0588 -0.0205 -0.0371
-0.0299 -0.0341 -0.0472
0.0407 0.0273 -0.0753
-0.0708 0.0105 0.0153
-0.0461 -0.0013 -0.0200
-0.0185 0.0087 -0.0092
-0.0087 -0.0042 -0.0221
-0.0060 0.0112 0.0053
0.0047 0.0031 -0.0030
-0.0122 0.0094 -0.0009
-0.0069 0.0077 0.0007
0.0146 0.0020 0.0081
0.0050 0.0077 0.0005
0.0097 0.0026 -0.0007
-0.0111 -0.0024 -0.0052
-0.0114 -0.0049 -0.0020
0.0155 -0.0067 0.0099
-0.0068 0.0082 0.0009
-0.0623 -0.0073 0.0264
0.0615 0.0219 -0.0103
-0.0243 0.0099 -0.0338
-0.0153 -0.0520 0.0991
0.1651 0.1089 0.0813
-0.0066 0.0044 -0.0497
-0.1058 -0.0894 -0.0029
0.0409 0.0762 -0.1194
0.0045 -0.0036 -0.0090
-0.0026 -0.0167 -0.0005
-0.0046 -0.0106 -0.0038
0.0232 0.0278 -0.0409
-0.0080 0.0094 0.0039
-0.0126 -0.0175 -0.0006
-0.0046 -0.0217 0.0074
-0.1028 0.0110 0.0173
0.0335 0.0800 -0.1969
0.1988 0.1470 0.1593
-0.2354 0.0514 0.0626